(1)
Computed, not measured: a 2-piece molecular cluster, C34H56Cl2N5O overall, with the ωB97M-V functional and the def2-TZVPD basis.

Positions of all 98 atoms, in Å:
1 C -6.26 1.82 4.92
2 O -6.43 0.43 5.10
3 C -5.72 -0.36 4.17
4 C -6.28 -0.29 2.74
5 C -6.20 -1.61 1.97
6 C -5.15 -1.63 0.84
7 C -4.46 -2.99 0.67
8 C -3.04 -3.03 1.24
9 C -2.04 -2.13 0.50
10 C -1.39 -2.83 -0.69
11 C -0.38 -1.93 -1.41
12 C 1.03 -2.02 -0.81
13 C 1.95 -0.92 -1.37
14 C 2.87 -1.47 -2.45
15 C 4.02 -2.33 -1.92
16 C 4.28 -2.29 -0.40
17 C 3.56 -1.22 0.46
18 C 4.46 -0.68 1.56
19 C 4.80 0.65 1.80
20 C 5.63 1.00 2.86
21 C 6.13 0.03 3.69
22 C 5.80 -1.30 3.47
23 C 4.97 -1.64 2.42
24 N 2.77 -0.19 -0.31
25 C 1.90 0.61 0.67
26 C 0.47 0.94 0.25
27 C 0.03 2.29 0.83
28 C -1.03 2.92 -0.08
29 N -0.38 3.20 -1.39
30 C 0.12 4.53 -1.55
31 N 1.37 4.68 -1.65
32 N -0.81 5.60 -1.61
33 C 3.64 0.79 -1.06
34 C 3.07 1.96 -1.54
35 C 3.92 2.81 -2.24
36 C 5.25 2.45 -2.42
37 C 5.68 1.24 -1.90
38 N 4.88 0.41 -1.23
39 H -6.33 2.30 5.89
40 H -5.28 2.05 4.49
41 H -7.03 2.23 4.27
42 H -4.66 -0.08 4.19
43 H -5.79 -1.38 4.54
44 H -7.31 0.06 2.82
45 H -5.74 0.49 2.19
46 H -7.18 -1.81 1.54
47 H -6.00 -2.43 2.67
48 H -4.41 -0.85 1.05
49 H -5.64 -1.36 -0.10
50 H -4.43 -3.30 -0.38
51 H -5.05 -3.74 1.20
52 H -3.08 -2.73 2.29
53 H -2.66 -4.06 1.22
54 H -2.53 -1.21 0.18
55 H -1.26 -1.84 1.20
56 H -2.14 -3.18 -1.40
57 H -0.86 -3.71 -0.31
58 H -0.35 -2.18 -2.47
59 H -0.69 -0.89 -1.36
60 H 0.93 -1.97 0.28
61 H 1.46 -2.99 -1.05
62 H 1.33 -0.19 -1.88
63 H 2.21 -2.10 -3.05
64 H 3.22 -0.69 -3.11
65 H 4.94 -2.04 -2.42
66 H 3.85 -3.37 -2.21
67 H 5.34 -2.15 -0.24
68 H 4.03 -3.26 0.02
69 H 2.78 -1.75 1.02
70 H 4.44 1.45 1.17
71 H 5.87 2.03 3.03
72 H 6.78 0.30 4.51
73 H 6.18 -2.08 4.11
74 H 4.73 -2.68 2.27
75 H 2.43 1.54 0.85
76 H 1.90 0.10 1.63
77 H 0.37 1.05 -0.82
78 H -0.20 0.16 0.61
79 H -0.32 2.22 1.86
80 H 0.88 2.97 0.81
81 H -1.41 3.83 0.39
82 H -1.87 2.25 -0.26
83 H -1.04 3.01 -2.14
84 H 1.58 5.67 -1.80
85 H -1.75 5.28 -1.80
86 H -0.82 6.15 -0.76
87 H 2.04 2.24 -1.39
88 H 3.53 3.75 -2.61
89 H 5.93 3.09 -2.96
90 H 6.71 0.93 -2.03
91 Cl -1.65 -2.18 -4.71
92 C -2.87 -0.99 -5.23
93 C -2.42 0.42 -4.94
94 Cl -2.34 0.75 -3.18
95 H -3.80 -1.23 -4.72
96 H -3.01 -1.12 -6.30
97 H -3.13 1.12 -5.37
98 H -1.44 0.61 -5.35

Computed properties:
* charge: +1
* Kohn-Sham gap: 9.32 eV
* DFT total energy: -70703.31517 eV
* ΔE to the lowest compared entry with this formula, charge and spin: 0.000 eV



(2)
Computed, not measured: a 4-piece molecular cluster, C34H56ClN6O6 overall, with the ωB97M-V functional and the def2-TZVPD basis.

Positions of all 103 atoms, in Å:
1 C 3.40 4.96 1.82
2 C 2.97 3.44 1.48
3 C 4.22 2.52 1.97
4 C 1.66 2.98 2.32
5 C 0.66 2.04 1.43
6 C -0.72 2.83 1.07
7 Cl -0.14 4.49 0.43
8 O -1.28 3.12 2.36
9 C -2.73 3.15 2.38
10 C -3.17 3.62 3.87
11 C -3.25 1.70 1.98
12 C -4.87 1.77 1.77
13 C -5.33 2.85 0.69
14 O -5.58 4.01 1.09
15 N -2.61 1.10 0.75
16 C -1.97 -0.27 1.01
17 C -2.44 -1.37 -0.09
18 C -2.44 -2.87 0.55
19 N -1.37 -3.08 1.56
20 C -0.78 -4.45 1.52
21 C 0.78 -4.28 1.97
22 C 1.24 -2.98 2.68
23 C 2.74 -2.74 3.10
24 C 3.77 -3.85 2.78
25 C 3.28 -5.15 2.10
26 C 1.82 -5.41 1.69
27 O 1.36 -6.62 1.05
28 C -1.67 2.05 0.03
29 O -1.02 1.28 -0.96
30 C -0.08 1.96 -1.80
31 C -0.27 1.34 -3.31
32 C -0.78 -0.19 -3.27
33 C 1.11 1.37 -4.14
34 C 1.90 2.77 -4.00
35 C 2.14 0.22 -3.69
36 O -2.41 3.10 -0.69
37 N -3.18 2.59 -1.68
38 O -3.15 3.27 -2.65
39 H 4.53 5.13 1.74
40 H 2.90 5.62 1.01
41 H 3.08 5.27 2.87
42 H 2.85 3.29 0.35
43 H 4.89 2.26 1.06
44 H 3.89 1.51 2.39
45 H 4.88 3.05 2.74
46 H 1.12 3.84 2.83
47 H 2.07 2.32 3.17
48 H 1.26 1.72 0.53
49 H 0.40 1.16 2.15
50 H -3.06 4.00 1.68
51 H -4.25 4.02 3.76
52 H -3.08 2.78 4.64
53 H -2.53 4.54 4.13
54 H -3.13 1.05 2.93
55 H -5.31 1.92 2.82
56 H -5.17 0.69 1.47
57 H -5.45 2.49 -0.40
58 H -3.43 0.84 0.15
59 H -0.83 -0.23 1.08
60 H -2.32 -0.72 2.01
61 H -1.66 -1.40 -0.93
62 H -3.51 -1.20 -0.46
63 H -3.45 -2.94 1.13
64 H -2.49 -3.66 -0.26
65 H -1.70 -2.86 2.52
66 H -0.82 -4.88 0.47
67 H -1.29 -5.20 2.21
68 H 0.53 -2.11 2.95
69 H 3.02 -1.74 3.59
70 H 4.86 -3.64 3.06
71 H 4.08 -5.95 1.89
72 H 0.88 -7.09 1.78
73 H -0.20 3.08 -1.93
74 H 1.03 1.77 -1.57
75 H -1.07 1.97 -3.86
76 H -0.57 -0.64 -4.30
77 H -1.88 -0.28 -2.97
78 H -0.14 -0.76 -2.51
79 H 0.86 1.22 -5.25
80 H 2.80 2.61 -3.28
81 H 1.29 3.62 -3.54
82 H 2.38 3.07 -5.00
83 H 1.79 -0.84 -3.93
84 H 2.39 0.31 -2.56
85 H 3.11 0.42 -4.28
86 C 0.06 -4.14 -2.46
87 C -1.36 -4.13 -2.94
88 N -2.47 -4.12 -3.32
89 H 0.65 -4.84 -3.04
90 H 0.50 -3.14 -2.56
91 H 0.10 -4.43 -1.41
92 C 6.40 -9.06 2.36
93 C 6.56 -7.60 2.66
94 N 6.69 -6.45 2.89
95 H 6.27 -9.61 3.29
96 H 5.53 -9.21 1.73
97 H 7.29 -9.43 1.84
98 C -3.85 4.48 -5.69
99 C -3.06 3.81 -6.77
100 N -2.43 3.28 -7.62
101 H -3.62 4.03 -4.73
102 H -3.60 5.54 -5.65
103 H -4.92 4.37 -5.89

Computed properties:
* charge: +1
* Kohn-Sham gap: 6.91 eV
* DFT total energy: -69894.10760 eV



(3)
Computed, not measured: C34H56N3OP2Pb as an isolated structure, with the ωB97M-V functional and the def2-TZVPD basis.

Positions of all 97 atoms, in Å:
1 C -0.58 -2.32 -1.43
2 C 1.63 -2.31 -0.63
3 C -0.40 -3.56 -2.05
4 C 1.82 -3.61 -1.16
5 C 0.81 -4.23 -1.88
6 H -1.23 -3.98 -2.62
7 H 2.79 -4.08 -1.00
8 H 0.95 -5.23 -2.30
9 N 0.40 -1.70 -0.76
10 P -2.54 -0.73 -0.03
11 P 2.70 0.09 0.45
12 C -1.96 -1.63 -1.53
13 H -1.92 -0.90 -2.36
14 H -2.72 -2.39 -1.80
15 C -0.25 3.06 2.13
16 O -0.31 4.05 2.70
17 C 2.71 -1.62 0.03
18 H 3.60 -2.23 0.23
19 C 3.40 1.02 -1.11
20 C 3.70 0.53 2.04
21 C -3.81 0.67 -0.44
22 C -3.24 -2.10 1.08
23 C 2.93 2.48 -1.07
24 H 3.34 3.05 -0.23
25 H 3.24 2.98 -2.00
26 H 1.83 2.55 -1.02
27 C 4.93 0.94 -1.10
28 H 5.40 1.51 -0.29
29 H 5.29 -0.09 -1.05
30 H 5.31 1.37 -2.05
31 C 2.86 0.37 -2.38
32 H 3.21 0.95 -3.25
33 H 3.22 -0.66 -2.50
34 H 1.77 0.37 -2.40
35 C 3.90 2.06 2.12
36 H 2.94 2.59 2.05
37 H 4.32 2.30 3.12
38 H 4.58 2.46 1.36
39 C 2.95 0.14 3.31
40 H 2.01 0.68 3.42
41 H 2.74 -0.93 3.35
42 H 3.57 0.39 4.19
43 C 5.02 -0.24 2.03
44 H 5.67 0.03 1.19
45 H 5.56 -0.02 2.96
46 H 4.85 -1.32 1.99
47 C -3.51 -1.49 2.47
48 H -3.88 -2.28 3.14
49 H -2.59 -1.09 2.91
50 H -4.25 -0.68 2.45
51 C -2.17 -3.19 1.21
52 H -2.12 -3.83 0.32
53 H -1.18 -2.77 1.41
54 H -2.42 -3.83 2.07
55 C -4.53 -2.74 0.52
56 H -4.71 -3.68 1.07
57 H -5.42 -2.11 0.67
58 H -4.45 -2.99 -0.54
59 C -3.79 0.94 -1.94
60 H -4.13 0.07 -2.53
61 H -4.47 1.78 -2.16
62 H -2.79 1.22 -2.28
63 C -3.36 1.95 0.30
64 H -2.39 2.31 -0.05
65 H -4.10 2.74 0.10
66 H -3.31 1.81 1.39
67 C -5.25 0.35 -0.01
68 H -5.66 -0.52 -0.54
69 H -5.35 0.19 1.07
70 H -5.88 1.22 -0.26
71 Pb -0.05 0.44 0.72
72 N -0.36 1.49 -1.52
73 C -0.39 2.03 -2.56
74 C -0.43 2.86 -3.79
75 C 0.71 2.41 -4.71
76 C -1.79 2.66 -4.48
77 C -0.26 4.33 -3.36
78 H 1.68 2.58 -4.24
79 H 0.62 1.34 -4.93
80 H 0.67 2.97 -5.66
81 H -2.60 3.03 -3.84
82 H -1.82 3.20 -5.43
83 H -1.96 1.60 -4.68
84 H -0.31 4.99 -4.23
85 H -1.04 4.62 -2.65
86 H 0.71 4.47 -2.87
87 C 0.17 -2.23 5.47
88 C -0.37 -0.95 5.29
89 C -0.43 -0.43 3.99
90 N 0.06 -1.10 2.92
91 C 0.59 -2.33 3.10
92 C 0.67 -2.93 4.36
93 H 0.23 -2.67 6.46
94 H -0.74 -0.33 6.10
95 H -0.89 0.55 3.79
96 H 0.97 -2.83 2.20
97 H 1.12 -3.91 4.42

Computed properties:
* charge: +3
* Kohn-Sham gap (alpha / beta): 6.19 / 5.32 eV
* DFT total energy: -66484.99708 eV
* ΔE to the lowest compared entry with this formula, charge and spin: 0.000 eV



(4)
Computed, not measured: C34H57CdN3O2SSi as an isolated structure, with the ωB97M-V functional and the def2-TZVPD basis.

Positions of all 99 atoms, in Å:
1 O 0.65 -2.41 -1.17
2 O -1.24 -1.94 -3.78
3 C 1.98 -2.56 -1.92
4 C 2.96 -3.38 -1.13
5 H 2.33 -1.54 -2.11
6 H 1.67 -3.01 -2.86
7 H 3.23 -2.89 -0.18
8 H 3.89 -3.48 -1.71
9 H 2.59 -4.39 -0.93
10 C -0.31 -3.56 -1.07
11 C -0.14 -4.49 -2.23
12 H -1.31 -3.10 -1.06
13 H -0.11 -4.04 -0.11
14 H -0.41 -4.01 -3.17
15 H -0.83 -5.34 -2.11
16 H 0.86 -4.92 -2.30
17 C -2.62 -1.76 -3.45
18 C -0.74 -1.26 -4.93
19 C -3.36 -3.07 -3.63
20 H -3.07 -0.96 -4.07
21 H -2.65 -1.45 -2.40
22 H -3.37 -3.37 -4.68
23 H -4.39 -2.96 -3.29
24 H -2.89 -3.88 -3.04
25 C -1.04 -2.02 -6.20
26 H 0.35 -1.18 -4.77
27 H -1.15 -0.23 -4.98
28 H -0.65 -3.05 -6.14
29 H -0.56 -1.52 -7.05
30 H -2.12 -2.07 -6.38
31 H 0.65 -1.68 -0.48
32 N 1.72 1.18 2.15
33 C 1.59 2.42 2.59
34 C 0.44 3.22 2.40
35 C -0.89 2.85 2.13
36 C 2.77 3.07 3.29
37 H 3.65 3.12 2.63
38 H 3.05 2.52 4.20
39 H 2.50 4.09 3.58
40 C -1.91 3.97 2.09
41 H -2.49 4.02 3.03
42 H -2.62 3.84 1.26
43 H -1.40 4.93 1.97
44 N -1.31 1.60 1.96
45 C 2.90 0.40 2.34
46 C 3.81 0.22 1.27
47 C 3.60 0.85 -0.07
48 C 4.94 -0.57 1.46
49 H 5.64 -0.68 0.62
50 C 5.18 -1.19 2.68
51 H 6.07 -1.80 2.82
52 C 4.28 -1.03 3.73
53 H 4.45 -1.51 4.69
54 C 3.14 -0.24 3.58
55 C 2.19 -0.13 4.73
56 C -2.62 1.18 2.27
57 C -3.49 0.68 1.26
58 C -3.11 0.76 -0.18
59 C -4.72 0.15 1.62
60 H -5.36 -0.26 0.84
61 C -5.13 0.13 2.95
62 H -6.09 -0.30 3.22
63 C -4.31 0.67 3.94
64 H -4.63 0.67 4.99
65 C -3.06 1.20 3.62
66 C -2.20 1.73 4.72
67 Cd 0.11 0.13 0.93
68 H 3.41 0.08 -0.84
69 H 4.50 1.39 -0.39
70 H 2.76 1.55 -0.08
71 H 1.48 0.69 4.60
72 H 2.74 0.02 5.67
73 H 1.60 -1.05 4.84
74 H -3.83 0.18 -0.78
75 H -2.12 0.34 -0.39
76 H -3.12 1.79 -0.56
77 H -1.14 1.47 4.56
78 H -2.50 1.27 5.66
79 H -2.29 2.81 4.82
80 H 0.60 4.29 2.56
81 C 0.26 0.31 -1.29
82 Si 0.27 2.00 -2.12
83 H 1.20 -0.13 -1.61
84 H -0.54 -0.28 -1.75
85 C 1.55 1.87 -3.50
86 C 0.76 3.44 -1.03
87 C -1.38 2.40 -2.91
88 H -1.86 1.51 -3.33
89 H -1.21 3.11 -3.74
90 H -2.07 2.88 -2.20
91 H 2.51 1.49 -3.12
92 H 1.72 2.86 -3.94
93 H 1.21 1.19 -4.30
94 H 1.59 3.21 -0.35
95 H -0.08 3.80 -0.42
96 H 1.09 4.28 -1.67
97 S 0.04 -2.15 1.97
98 C -0.77 -1.63 3.33
99 N -1.30 -1.30 4.33

Computed properties:
* charge: 0
* Kohn-Sham gap: 7.00 eV
* DFT total energy: -68024.52805 eV
* ΔE to the lowest compared entry with this formula, charge and spin: 2.092 eV



(5)
Computed, not measured: C34H57CuN4OP2 as an isolated structure, with the ωB97M-V functional and the def2-TZVPD basis.

Positions of all 99 atoms, in Å:
1 C 2.04 -1.48 -1.01
2 C 1.26 0.55 -1.89
3 C 3.05 -1.56 -2.00
4 C 2.07 0.38 -3.05
5 C 2.99 -0.66 -3.09
6 H 3.81 -2.34 -1.96
7 H 1.95 1.10 -3.86
8 H 3.69 -0.77 -3.93
9 N 1.19 -0.45 -0.95
10 P 0.16 -2.66 0.67
11 P -0.02 2.30 -0.03
12 C 1.84 -2.65 -0.05
13 H 1.93 -3.59 -0.63
14 H 2.61 -2.67 0.74
15 C -1.07 -0.15 2.00
16 O -1.84 -0.16 2.87
17 C 0.63 1.80 -1.63
18 H 0.48 2.40 -2.55
19 C -1.81 3.16 -0.18
20 C 1.40 3.62 0.11
21 C -0.76 -3.80 -0.56
22 C 0.38 -3.54 2.37
23 C -2.97 2.27 0.32
24 H -2.80 1.86 1.32
25 H -3.88 2.89 0.34
26 H -3.16 1.43 -0.37
27 C -1.86 4.47 0.63
28 H -1.58 4.29 1.67
29 H -1.23 5.26 0.21
30 H -2.90 4.84 0.62
31 C -2.05 3.36 -1.67
32 H -3.06 3.78 -1.86
33 H -1.32 4.01 -2.16
34 H -2.00 2.36 -2.11
35 C 1.36 4.36 1.45
36 H 1.34 3.64 2.28
37 H 2.26 4.98 1.55
38 H 0.49 5.02 1.54
39 C 2.77 2.91 -0.02
40 H 2.79 2.02 0.61
41 H 2.98 2.62 -1.05
42 H 3.58 3.58 0.32
43 C 1.21 4.62 -1.05
44 H 1.48 4.16 -2.01
45 H 0.18 5.00 -1.12
46 H 1.87 5.51 -0.90
47 C -1.01 -3.94 2.88
48 H -0.90 -4.36 3.89
49 H -1.67 -3.06 2.96
50 H -1.50 -4.70 2.26
51 C 0.99 -2.51 3.32
52 H 2.04 -2.28 3.06
53 H 0.42 -1.57 3.32
54 H 0.98 -2.92 4.34
55 C 1.30 -4.77 2.36
56 H 2.31 -4.55 1.97
57 H 1.42 -5.10 3.41
58 H 0.90 -5.63 1.81
59 C -0.44 -3.41 -2.02
60 H 0.62 -3.50 -2.27
61 H -0.99 -4.10 -2.69
62 H -0.78 -2.39 -2.24
63 C -2.26 -3.58 -0.33
64 H -2.55 -2.55 -0.61
65 H -2.83 -4.27 -0.96
66 H -2.55 -3.74 0.72
67 C -0.40 -5.28 -0.38
68 H 0.68 -5.46 -0.48
69 H -0.76 -5.69 0.58
70 H -0.91 -5.85 -1.18
71 Cu -0.52 -0.38 0.25
72 N -2.15 -0.49 -1.44
73 C -2.74 -0.54 -2.46
74 C -2.81 -0.14 -3.96
75 C -1.84 1.03 -4.22
76 C -2.22 -1.29 -4.77
77 C -4.23 0.27 -4.36
78 H -2.11 1.94 -3.69
79 H -0.81 0.78 -3.89
80 H -1.82 1.29 -5.30
81 H -2.53 -2.28 -4.41
82 H -2.44 -1.20 -5.83
83 H -1.13 -1.25 -4.65
84 H -4.26 0.67 -5.38
85 H -4.94 -0.56 -4.26
86 H -4.61 1.08 -3.71
87 N 3.59 1.75 6.04
88 C 2.73 1.53 5.03
89 C 3.16 0.90 3.84
90 C 2.23 0.67 2.82
91 N 0.94 1.05 2.91
92 C 0.52 1.66 4.03
93 C 1.37 1.92 5.12
94 H 4.57 1.47 5.97
95 H 3.30 2.20 6.91
96 H 4.19 0.57 3.72
97 H 2.54 0.15 1.92
98 H -0.52 1.96 4.08
99 H 0.98 2.39 6.02

Computed properties:
* charge: +1
* Kohn-Sham gap (alpha / beta): 7.58 / 5.65 eV
* spin multiplicity: 2
* DFT total energy: -107402.13697 eV
* expectation value of S²: 0.787
* ΔE to the lowest compared entry with this formula, charge and spin: 1.399 eV